Entry 1:
{"formula": "C5H14OS", "method": "ωB97M-V with the def2-TZVPD basis set", "symbols": ["C", "C", "C", "C", "S", "C", "H", "H", "H", "H", "H", "H", "H", "H", "H", "H", "H", "H", "H", "H", "O"], "xyz": [[0.42499, -0.68445, 1.65069], [0.25290, -0.61180, 0.14168], [-0.98273, 0.14552, -0.34952], [-0.71136, 1.65280, -0.48528], [0.16569, 2.10783, -1.99829], [-1.22462, 2.65385, -2.97256], [-0.34466, -1.24999, 2.15956], [0.47575, 0.32207, 2.05978], [1.37071, -1.18753, 1.85233], [1.12736, -0.14266, -0.31765], [0.29527, -1.58931, -0.32225], [-1.32621, -0.27523, -1.29101], [-1.79529, 0.00228, 0.36082], [-0.20025, 1.98455, 0.42332], [-1.63841, 2.22100, -0.43196], [-1.68352, 3.56015, -2.59097], [-0.86839, 2.83832, -3.97924], [-1.95339, 1.85063, -2.98660], [2.07005, -4.61245, 2.98318], [3.62206, -4.53901, 2.71327], [2.92404, -4.44657, 3.38069]], "forces_ev_per_angstrom": [[0.559, 0.021, -0.475], [0.102, 0.098, -0.636], [0.117, 0.176, 0.212], [-0.529, -0.343, 0.584], [0.611, 0.179, 0.484], [-0.246, -0.202, -0.067], [-0.373, -0.027, -0.009], [-0.030, 0.036, 0.245], [0.071, 0.093, 0.238], [0.128, 0.256, 0.197], [-0.298, -0.524, 0.189], [-0.024, 0.105, -0.217], [-0.168, -0.032, 0.158], [0.472, 0.039, -0.312], [-0.171, 0.025, -0.340], [0.020, 0.115, 0.130], [0.022, -0.016, -0.163], [-0.259, -0.008, -0.212], [0.024, -0.089, -0.393], [-0.655, -0.027, 0.134], [0.628, 0.124, 0.254]], "e_above_lowest_kcal_mol": 3.4, "max_force_ev_per_a": 0.86, "total_energy_ev": -18294.60443, "smiles": "CCCCSC.O", "lumo_ev": 0.811, "homo_ev": -8.478}

Entry 2:
{"formula": "C5H9N4", "method": "ωB97M-V with the def2-TZVPD basis set", "symbols": ["C", "C", "C", "C", "C", "N", "N", "N", "N", "H", "H", "H", "H", "H", "H", "H", "H", "H"], "xyz": [[1.48131, -2.48483, 1.15066], [0.12027, -2.51160, 1.31335], [1.72833, -1.40475, 0.32604], [0.52679, 0.15563, -0.95444], [-0.97069, 2.33104, -1.18465], [-0.43564, -1.55328, 0.54218], [0.60385, -0.85696, -0.07227], [-1.88078, 2.99926, -0.51351], [-0.20496, 1.32899, -0.64050], [2.26710, -3.08638, 1.69582], [-0.48237, -3.28058, 1.86942], [2.74609, -1.02395, -0.04868], [1.40467, 0.20157, -1.46467], [-0.89287, 2.41048, -2.20213], [-1.83130, 3.01510, 0.44444], [-2.32546, 3.82070, -1.02161], [-1.52650, -1.39620, 0.45316], [-0.32785, 1.33576, 0.30739]], "forces_ev_per_angstrom": [[1.057, -0.972, 1.350], [-0.590, -1.838, 0.743], [3.196, -0.079, -0.369], [-2.312, 1.118, -2.365], [2.652, -4.619, 1.284], [-2.132, 0.259, -0.232], [-1.854, 0.032, 1.805], [-0.991, 2.296, -2.994], [-1.655, 2.119, -1.424], [-1.320, 0.707, -0.955], [0.556, 1.349, -0.611], [-2.051, -0.474, 0.742], [1.979, 0.698, -1.679], [0.010, 0.523, -2.406], [-0.252, 0.276, 2.625], [0.850, -1.550, 1.300], [3.434, 0.017, -0.264], [-0.577, 0.137, 3.450]], "e_above_lowest_kcal_mol": 105.4, "max_force_ev_per_a": 5.48, "total_energy_ev": -11280.91048, "charge": 1, "lumo_ev": -3.227, "homo_ev": -10.198}

Entry 3:
{"formula": "C5H11BN", "method": "ωB97M-V with the def2-TZVPD basis set", "symbols": ["B", "C", "C", "C", "C", "C", "N", "H", "H", "H", "H", "H", "H", "H", "H", "H", "H", "H"], "xyz": [[-1.73134, 0.48849, 0.40521], [-0.45203, -1.75529, 0.23506], [0.68815, -1.11253, 0.15013], [-1.71939, -1.02991, -0.14617], [-0.33843, 1.14891, 0.43318], [2.00384, 0.89651, -0.41018], [0.65580, 0.27632, -0.29973], [-2.64150, 1.05456, 0.80174], [-0.54421, -2.53140, 0.93047], [1.65014, -1.45845, 0.42463], [-2.58767, -1.59978, 0.16607], [-1.58859, -1.01761, -1.27445], [-0.51121, 1.92991, -0.27001], [0.02660, 1.67051, 1.35794], [2.49937, 0.69524, 0.58664], [2.59026, 0.25334, -1.05775], [1.84849, 1.95598, -0.76404], [0.15171, 0.13520, -1.26873]], "forces_ev_per_angstrom": [[0.785, -1.939, 0.177], [-0.830, 2.035, 1.000], [0.332, 0.169, 0.469], [0.547, 0.441, -0.743], [0.067, 0.105, 0.442], [0.121, -0.318, 0.586], [-1.319, -0.505, -2.354], [-0.952, 0.478, 0.233], [0.145, -1.884, 0.103], [0.679, -0.323, 0.384], [-0.196, 0.009, -0.500], [-1.021, 0.181, 0.751], [-0.068, 1.282, -0.639], [-0.006, -0.964, -0.789], [-0.681, 1.128, -0.855], [0.025, 0.396, -0.638], [0.731, -1.222, 0.634], [1.643, 0.932, 1.741]], "e_above_lowest_kcal_mol": 20.9, "max_force_ev_per_a": 2.75, "total_energy_ev": -7521.24500, "smiles": "C[N@H+]1C=CCBC1", "charge": 1, "lumo_ev": -3.682, "homo_ev": -14.450}

Entry 4:
{"formula": "C25H20F6NO5PPbS3", "method": "ωB97M-V with the def2-TZVPD basis set", "symbols": ["Pb", "F", "C", "F", "F", "S", "O", "O", "N", "S", "O", "O", "C", "F", "F", "F", "C", "C", "O", "S", "C", "C", "C", "C", "C", "C", "C", "C", "H", "H", "H", "H", "H", "H", "H", "C", "P", "C", "C", "C", "C", "C", "C", "C", "C", "C", "C", "C", "C", "H", "H", "H", "H", "H", "H", "H", "H", "H", "H", "H", "H", "H"], "xyz": [[-1.44638, -0.58640, 0.51235], [2.34435, -2.10918, 0.31357], [2.88164, -1.01073, -0.20144], [3.85435, -1.32793, -1.02910], [3.35038, -0.24978, 0.78398], [1.60473, -0.01890, -1.09190], [0.65830, 0.40341, -0.02702], [2.29001, 1.06180, -1.71694], [1.00357, -1.11476, -2.02193], [-0.40242, -1.08046, -2.70998], [-0.69719, -2.31151, -3.34409], [-1.43660, -0.52186, -1.80849], [-0.30271, 0.22489, -4.01936], [0.76822, 0.01850, -4.75952], [-0.21515, 1.42029, -3.42907], [-1.39339, 0.17458, -4.75759], [-0.44290, -11.95369, -1.86816], [-0.85882, -10.65610, -1.26333], [-1.93230, -10.29054, -0.93879], [0.68420, -9.57819, -1.00374], [0.19097, -7.98725, -0.66087], [1.27880, -7.07921, -0.47164], [1.04287, -5.76340, -0.22846], [-0.29207, -5.28435, -0.15879], [-1.37153, -6.19100, -0.32281], [-1.14661, -7.51240, -0.56665], [-0.53737, -3.91942, 0.05195], [-0.74324, -2.73127, 0.23877], [-1.32813, -12.55499, -2.05714], [0.22093, -12.47524, -1.17487], [0.10826, -11.77790, -2.79262], [2.29238, -7.45429, -0.53059], [1.86009, -5.06959, -0.09075], [-2.38315, -5.81649, -0.25295], [-1.97196, -8.19450, -0.68276], [1.43122, 3.48353, 1.80890], [1.18309, 3.63598, 0.02889], [2.61998, 4.18571, -0.80093], [3.89202, 3.96943, -0.24573], [5.01471, 4.34648, -0.95225], [4.88148, 4.91730, -2.21565], [3.62487, 5.11640, -2.77915], [2.49261, 4.74492, -2.08366], [-0.28013, 4.55126, -0.42311], [-0.39318, 5.90862, -0.11244], [-1.54049, 6.59214, -0.47694], [-2.56119, 5.93216, -1.15127], [-2.44448, 4.58590, -1.46713], [-1.30258, 3.88913, -1.10299], [1.92816, 4.37446, 2.19714], [2.03438, 2.60370, 2.03030], [0.45601, 3.38028, 2.28189], [3.99895, 3.52066, 0.73359], [5.99692, 4.19997, -0.52494], [5.76623, 5.20741, -2.76642], [3.53458, 5.56152, -3.76019], [1.51155, 4.89466, -2.51665], [0.40673, 6.42782, 0.40119], [-1.63703, 7.64294, -0.24051], [-3.45148, 6.47588, -1.43734], [-3.23755, 4.08280, -2.00331], [-1.19592, 2.84261, -1.36403]], "forces_ev_per_angstrom": [[-0.036, -0.020, -0.074], [0.004, 0.017, 0.023], [-0.009, 0.022, 0.010], [0.003, -0.023, -0.007], [0.018, 0.014, -0.017], [-0.143, -0.002, -0.002], [0.007, -0.218, 0.128], [0.026, 0.033, 0.012], [0.146, 0.124, -0.056], [-0.140, -0.066, -0.012], [0.034, -0.006, 0.015], [0.004, 0.057, -0.019], [0.021, -0.019, -0.014], [-0.016, 0.001, -0.004], [0.022, -0.010, 0.003], [-0.012, 0.016, 0.021], [-0.003, -0.003, 0.030], [0.020, 0.012, 0.040], [-0.019, -0.026, -0.036], [-0.017, 0.027, -0.041], [0.026, -0.058, 0.039], [0.003, 0.012, 0.006], [-0.014, -0.007, 0.007], [0.063, 0.029, -0.078], [-0.005, -0.005, 0.004], [-0.029, 0.016, -0.004], [-0.052, -0.027, 0.101], [0.014, 0.016, 0.045], [0.001, -0.004, 0.002], [0.006, -0.003, -0.009], [-0.006, -0.002, -0.005], [0.001, 0.004, -0.009], [-0.001, 0.003, -0.011], [0.001, 0.007, -0.015], [0.012, 0.026, -0.012], [-0.023, 0.011, -0.004], [0.103, 0.110, -0.038], [-0.001, -0.016, -0.021], [-0.002, -0.007, 0.007], [0.003, 0.009, -0.007], [-0.004, -0.002, -0.002], [0.010, 0.000, 0.006], [-0.010, 0.012, 0.007], [-0.021, -0.068, -0.022], [0.005, 0.003, 0.012], [0.003, 0.007, 0.003], [-0.001, -0.005, -0.003], [0.005, 0.009, 0.002], [-0.009, 0.016, -0.005], [-0.008, 0.004, 0.004], [0.017, 0.011, 0.000], [0.000, -0.018, -0.004], [-0.003, -0.002, 0.000], [0.000, -0.004, 0.000], [0.001, 0.004, 0.003], [-0.001, -0.003, -0.002], [-0.001, -0.001, 0.000], [0.001, 0.001, 0.000], [0.002, 0.000, 0.000], [-0.001, -0.001, 0.001], [0.000, -0.001, 0.001], [0.002, -0.001, 0.004]], "max_force_ev_per_a": 0.25, "total_energy_ev": -101305.44265, "charge": 2, "lumo_ev": [-8.499, -7.185], "homo_ev": [-13.604, -14.020]}

Repeat the third record exactly.
{"formula": "C5H11BN", "method": "ωB97M-V with the def2-TZVPD basis set", "symbols": ["B", "C", "C", "C", "C", "C", "N", "H", "H", "H", "H", "H", "H", "H", "H", "H", "H", "H"], "xyz": [[-1.73134, 0.48849, 0.40521], [-0.45203, -1.75529, 0.23506], [0.68815, -1.11253, 0.15013], [-1.71939, -1.02991, -0.14617], [-0.33843, 1.14891, 0.43318], [2.00384, 0.89651, -0.41018], [0.65580, 0.27632, -0.29973], [-2.64150, 1.05456, 0.80174], [-0.54421, -2.53140, 0.93047], [1.65014, -1.45845, 0.42463], [-2.58767, -1.59978, 0.16607], [-1.58859, -1.01761, -1.27445], [-0.51121, 1.92991, -0.27001], [0.02660, 1.67051, 1.35794], [2.49937, 0.69524, 0.58664], [2.59026, 0.25334, -1.05775], [1.84849, 1.95598, -0.76404], [0.15171, 0.13520, -1.26873]], "forces_ev_per_angstrom": [[0.785, -1.939, 0.177], [-0.830, 2.035, 1.000], [0.332, 0.169, 0.469], [0.547, 0.441, -0.743], [0.067, 0.105, 0.442], [0.121, -0.318, 0.586], [-1.319, -0.505, -2.354], [-0.952, 0.478, 0.233], [0.145, -1.884, 0.103], [0.679, -0.323, 0.384], [-0.196, 0.009, -0.500], [-1.021, 0.181, 0.751], [-0.068, 1.282, -0.639], [-0.006, -0.964, -0.789], [-0.681, 1.128, -0.855], [0.025, 0.396, -0.638], [0.731, -1.222, 0.634], [1.643, 0.932, 1.741]], "e_above_lowest_kcal_mol": 20.9, "max_force_ev_per_a": 2.75, "total_energy_ev": -7521.24500, "smiles": "C[N@H+]1C=CCBC1", "charge": 1, "lumo_ev": -3.682, "homo_ev": -14.450}

Question: Number 4 is which compound?
Answer: C25H20F6NO5PPbS3